#1
# C4H10NO

2 unconnected molecules or ions with the total composition C4H10NO (wB97M-V/def2-TZVPD, the OMol25 dataset).

Calculated values
**Charge**: +1
**Orbital gap**: 6.43 eV

CARTESIAN COORDINATES (ANGSTROEM)
1 C 1.66401 -1.87348 -0.28013
2 N 2.80456 -1.38355 -0.55803
3 H 1.56331 -2.90571 0.03057
4 H 0.77489 -1.24856 -0.36555
5 H 2.89159 -0.38759 -0.74094
6 H 3.63346 -1.97131 -0.51697
7 C -0.03772 0.23281 1.61072
8 C -0.91569 0.30669 0.39448
9 C -1.48839 1.40058 -0.08434
10 O -2.36285 1.32865 -1.12007
11 H 1.02009 0.37181 1.39018
12 H -0.32464 0.98212 2.34287
13 H -0.14244 -0.74095 2.09023
14 H -1.18934 -0.60708 -0.12081
15 H -1.37318 2.37976 0.37195
16 H -2.33701 2.15158 -1.63015

=====

#2
# C4H10NO

2 unconnected molecules or ions with the total composition C4H10NO (wB97M-V/def2-TZVPD, the OMol25 dataset).

Calculated values
**Charge**: +1
**Orbital gap**: 8.11 eV

CARTESIAN COORDINATES (ANGSTROEM)
1 C 2.69230 0.68902 -0.33109
2 C 2.56796 -0.43509 0.23958
3 C -2.16332 0.03145 -0.17328
4 C -0.65442 -0.00522 0.35113
5 N 0.25107 -0.80673 -0.48253
6 O -0.17624 1.30384 0.31910
7 H 3.62616 1.21071 -0.12834
8 H 1.76278 1.17661 -0.74585
9 H 2.55677 -1.32514 0.75722
10 H -2.86354 -0.14419 0.59075
11 H -2.14109 -0.79228 -0.82038
12 H -2.44178 1.00349 -0.77043
13 H -0.70489 -0.39489 1.42933
14 H -0.15207 -1.64413 -0.64984
15 H 0.59858 -0.28034 -1.32978
16 H -0.71748 1.91055 0.86784

=====

#3
# C4H10NO

A gas-phase ion, C4H10NO (charge +1) (wB97M-V/def2-TZVPD, the OMol25 dataset).

Calculated values
**Charge**: +1
**Orbital gap**: 12.52 eV

CARTESIAN COORDINATES (ANGSTROEM)
1 C 0.79497 -0.30877 0.30448
2 C -0.43052 0.16425 -0.46120
3 C 1.05102 -1.85907 0.43721
4 C -0.45573 1.82744 -0.86071
5 N -0.38696 0.05648 1.01175
6 O -1.31950 -0.67809 -1.09452
7 H 1.74170 0.21361 0.24814
8 H 0.11125 -2.27149 0.19673
9 H 1.52640 -1.93883 1.38877
10 H 1.70419 -2.13516 -0.39093
11 H -1.29284 2.17081 -0.34143
12 H -0.51084 2.01520 -1.88799
13 H 0.42853 2.13504 -0.27870
14 H -0.81815 -0.73225 1.32878
15 H -0.35549 0.60231 1.85114
16 H -1.81511 -0.21701 -1.78130

=====

#4
# C4H10NO

2 unconnected molecules or ions with the total composition C4H10NO (wB97M-V/def2-TZVPD, the OMol25 dataset).

Calculated values
**Charge**: +1
**Orbital gap**: 7.15 eV

CARTESIAN COORDINATES (ANGSTROEM)
1 C -0.68362 -1.10064 -0.18347
2 C -0.25828 0.30440 -0.42817
3 C 0.97139 0.82958 -0.59336
4 C -2.37040 0.73405 -1.21060
5 N -1.26772 1.23918 -0.78066
6 H -1.23263 -1.34603 -1.07693
7 H 0.16584 -1.79576 -0.15823
8 H -1.31971 -0.94296 0.64582
9 H 1.18503 1.92119 -0.60215
10 H 1.76656 0.17498 -0.53074
11 H -2.51039 0.74519 -2.23868
12 H -3.07569 0.24153 -0.58413
13 H -0.97426 2.16469 -1.03042
14 H 2.52386 -0.64864 3.16702
15 H 3.97809 -1.15035 2.62334
16 O 3.10192 -1.37041 2.98134

=====

Least stable structure: #2